Entry from the OMol25 dataset: a structure of composition C13H18BrHgN3O2Se2 (ωB97M-V/def2-TZVPD).

The geometry in XYZ format:
```
40
Properties=species:S:1:pos:R:3
Hg 0.563 -0.906 1.283
O 3.297 -0.869 -2.811
C 3.902 0.289 -2.276
C 3.225 0.888 -1.025
C 3.826 2.304 -0.906
O 3.613 2.961 0.327
C 3.594 0.100 0.233
Se 2.954 -1.765 0.340
C 1.717 0.963 -1.283
Se 0.602 1.664 0.196
H 3.120 -1.470 -2.064
H 3.886 1.036 -3.078
H 4.957 0.098 -2.029
H 3.437 2.907 -1.739
H 4.913 2.240 -1.029
H 2.670 2.861 0.547
H 3.219 0.620 1.111
H 4.682 0.063 0.321
H 1.343 -0.027 -1.536
H 1.543 1.606 -2.148
N -1.978 0.306 -1.583
C -2.482 0.614 -2.790
C -3.347 -0.400 -3.135
C -3.287 -1.285 -2.043
N -2.451 -0.851 -1.110
H -1.277 0.830 -1.045
H -2.185 1.512 -3.307
H -3.926 -0.489 -4.038
H -3.806 -2.220 -1.902
Br -1.134 -0.043 5.625
C -2.380 -0.658 4.322
C -3.183 -1.746 4.636
C -4.067 -2.174 3.662
C -4.105 -1.512 2.443
C -3.253 -0.439 2.249
N -2.400 -0.012 3.183
H -3.104 -2.232 5.597
H -4.713 -3.023 3.851
H -4.768 -1.827 1.650
H -3.217 0.083 1.302
```

Summary:
Relative energy (zero: lowest compared OMol25 entry of this formula, charge and spin)   5.02 kcal per mole
⟨S²⟩   0.76
Spin multiplicity   2
Net charge   -1
Electronic energy   -8351.26923 a.u.
HOMO (spin up / spin down)   -3.198 / -4.299 eV

***

Entry from the OMol25 dataset: a structure of composition C33H41NO10P4S3W (ωB97M-V/def2-TZVPD).

The geometry in XYZ format:
```
93
Properties=species:S:1:pos:R:3
W 0.074 0.215 0.126
S -0.516 -2.297 0.170
P -0.948 -1.811 -1.781
C -0.939 -0.127 -1.797
P -2.224 0.919 -1.486
S -2.462 0.884 0.519
C -1.744 2.601 -1.999
C -2.226 3.724 -1.332
C -1.905 4.995 -1.786
C -1.098 5.148 -2.909
C -0.589 4.030 -3.558
C -0.906 2.756 -3.099
C -3.770 0.618 -2.381
C -4.992 0.730 -1.731
C -6.172 0.521 -2.433
C -6.127 0.191 -3.779
C -4.904 0.070 -4.428
C -3.726 0.287 -3.733
C -2.468 -2.614 -2.339
C -3.575 -2.614 -1.495
C -4.790 -3.101 -1.947
C -4.906 -3.590 -3.242
C -3.805 -3.596 -4.085
C -2.587 -3.106 -3.635
C 0.384 -2.476 -2.789
C 0.656 -3.841 -2.781
C 1.728 -4.331 -3.507
C 2.532 -3.459 -4.232
C 2.263 -2.098 -4.234
C 1.188 -1.602 -3.509
H -2.834 3.596 -0.444
H -2.280 5.865 -1.264
H -0.858 6.141 -3.271
H 0.062 4.146 -4.415
H -0.485 1.875 -3.568
H -5.013 0.965 -0.673
H -7.124 0.609 -1.926
H -7.046 0.021 -4.325
H -4.870 -0.201 -5.476
H -2.769 0.186 -4.232
H -3.474 -2.221 -0.489
H -5.651 -3.093 -1.290
H -5.859 -3.967 -3.593
H -3.893 -3.980 -5.093
H -1.728 -3.109 -4.295
H 0.041 -4.513 -2.194
H 1.946 -5.391 -3.501
H 3.374 -3.845 -4.793
H 2.897 -1.420 -4.792
H 0.974 -0.541 -3.462
N 1.523 4.384 -0.920
C 2.366 3.370 -0.164
C 3.681 4.027 0.219
P 1.243 3.138 1.307
O 2.089 2.426 2.427
O 0.886 4.534 1.655
O 0.131 2.237 0.794
P 2.612 1.947 -1.312
O 2.658 2.790 -2.718
O 3.914 1.277 -1.131
O 1.288 1.216 -1.356
H 1.172 5.038 -0.198
H 0.711 3.936 -1.361
H 2.060 4.833 -1.659
H 3.508 4.895 0.859
H 4.243 4.329 -0.669
H 4.289 3.308 0.764
H 2.148 1.463 2.235
H 3.484 2.561 -3.162
C 3.100 -3.240 1.103
C 3.316 -1.839 0.546
C 4.800 -1.499 0.444
O 2.683 -1.760 -0.722
C 2.676 -0.806 1.489
O 2.844 -0.860 2.703
O 2.003 0.173 0.914
H 3.612 -3.959 0.462
H 2.037 -3.480 1.107
H 3.489 -3.311 2.118
H 5.290 -2.235 -0.200
H 5.262 -1.540 1.431
H 4.932 -0.502 0.024
H 3.320 -1.439 -1.372
C 0.410 -0.544 4.688
S -0.205 -1.188 3.149
C -1.924 -1.408 3.569
O -0.239 0.065 2.270
H -0.127 0.373 4.925
H 1.468 -0.350 4.529
H 0.265 -1.303 5.457
H -2.015 -2.216 4.294
H -2.429 -1.673 2.641
H -2.319 -0.470 3.956
```

Summary:
Relative energy (zero: lowest compared OMol25 entry of this formula, charge and spin)   26.83 kcal per mole
⟨S²⟩   2.01
Spin multiplicity   3
Electronic energy   -4716.69531 a.u.
HOMO (spin up / spin down)   -6.747 / -7.398 eV

***

Entry from the OMol25 dataset: a cluster of 8 separate species, C54H59FN4O5S in total (ωB97M-V/def2-TZVPD).

The geometry in XYZ format:
```
124
Properties=species:S:1:pos:R:3
C 2.249 1.622 4.672
C 1.471 2.253 3.530
F 1.508 3.630 3.742
C 2.025 1.893 2.148
C 2.993 2.819 1.413
C 4.371 3.006 2.048
O 4.414 4.163 2.885
N 4.848 5.268 2.129
O 4.623 6.264 2.683
C 3.120 2.053 0.103
O 4.004 2.129 -0.703
O 2.077 1.199 -0.053
C 1.087 1.476 0.995
C 0.209 2.627 0.417
N -0.097 3.667 1.401
C 0.181 0.260 1.189
C 0.658 -0.829 2.155
S -0.607 -1.680 3.167
C -1.871 -0.509 3.363
N -1.771 0.755 3.598
N -3.072 1.251 3.629
C -3.834 0.244 3.439
O -3.155 -0.911 3.253
H 3.274 1.994 4.711
H 1.741 1.872 5.605
H 2.259 0.532 4.597
H 0.431 1.924 3.597
H 2.621 0.982 2.312
H 2.552 3.813 1.307
H 4.683 2.136 2.628
H 5.114 3.152 1.260
H -0.705 2.193 -0.004
H 0.734 3.087 -0.422
H -0.277 4.533 0.907
H -0.969 3.459 1.878
H 0.084 -0.196 0.199
H -0.804 0.633 1.449
H 1.097 -1.646 1.578
H 1.429 -0.486 2.839
H -4.910 0.225 3.406
C -2.754 -5.169 3.516
C -3.551 -6.305 3.511
C -3.084 -7.477 2.931
C -1.822 -7.512 2.354
C -1.029 -6.373 2.355
C -1.494 -5.202 2.935
H -3.117 -4.254 3.969
H -4.536 -6.278 3.957
H -3.706 -8.363 2.927
H -1.459 -8.425 1.901
H -0.048 -6.398 1.896
H -0.888 -4.306 2.928
C -4.842 -4.051 -0.598
C -3.570 -3.949 -0.053
C -2.588 -4.863 -0.408
C -2.878 -5.882 -1.304
C -4.152 -5.988 -1.845
C -5.134 -5.071 -1.493
H -5.608 -3.336 -0.325
H -3.342 -3.159 0.652
H -1.598 -4.783 0.019
H -2.112 -6.596 -1.580
H -4.381 -6.785 -2.541
H -6.127 -5.154 -1.916
C 2.138 5.020 -4.233
C 0.943 4.744 -4.883
C 0.306 3.526 -4.682
C 0.868 2.583 -3.832
C 2.067 2.856 -3.185
C 2.701 4.075 -3.385
H 2.631 5.971 -4.387
H 0.506 5.479 -5.548
H -0.626 3.314 -5.190
H 0.372 1.634 -3.672
H 2.510 2.121 -2.528
H 3.635 4.283 -2.878
C -5.807 -6.592 -5.528
C -4.428 -6.443 -5.586
C -3.687 -7.193 -6.488
C -4.324 -8.093 -7.331
C -5.702 -8.245 -7.270
C -6.444 -7.494 -6.368
H -6.385 -6.003 -4.827
H -3.933 -5.742 -4.926
H -2.612 -7.075 -6.534
H -3.746 -8.676 -8.037
H -6.199 -8.950 -7.924
H -7.519 -7.612 -6.321
C -3.356 4.843 -8.051
C -2.019 4.910 -7.685
C -1.124 3.952 -8.141
C -1.568 2.924 -8.962
C -2.906 2.855 -9.325
C -3.799 3.815 -8.871
H -4.052 5.593 -7.699
H -1.674 5.710 -7.042
H -0.081 4.004 -7.855
H -0.870 2.177 -9.319
H -3.252 2.052 -9.963
H -4.842 3.761 -9.155
C 7.949 2.219 0.933
C 9.165 2.033 1.577
C 9.679 0.753 1.728
C 8.977 -0.340 1.239
C 7.758 -0.154 0.600
C 7.244 1.127 0.447
H 7.550 3.218 0.808
H 9.711 2.886 1.959
H 10.628 0.606 2.228
H 9.380 -1.338 1.355
H 7.210 -1.006 0.220
H 6.295 1.274 -0.055
C -0.590 3.047 7.893
C -0.546 3.162 9.276
C 0.105 4.239 9.861
C 0.714 5.199 9.063
C 0.675 5.080 7.681
C 0.021 4.005 7.096
H -1.102 2.209 7.435
H -1.019 2.413 9.898
H 0.138 4.331 10.939
H 1.221 6.039 9.520
H 1.154 5.824 7.057
H -0.009 3.913 6.017
```

Summary:
Electronic energy   -3186.23738 a.u.
HOMO   -9.239 eV
SMILES string   C[C@@H](F)[C@@H]1[C@@H](CON=O)C(=O)O[C@@]1(CN)CCSc1nnco1.c1ccccc1.c1ccccc1.c1ccccc1.c1ccccc1.c1ccccc1.c1ccccc1.c1ccccc1

***

Entry from the OMol25 dataset: an isolated molecule of C14H23ClSi (ωB97M-V/def2-TZVPD).

The geometry in XYZ format:
```
39
Properties=species:S:1:pos:R:3
C 0.643 1.470 3.148
C 0.085 0.065 3.132
C 0.999 -0.958 3.776
Si -0.186 -0.323 1.325
Cl -1.098 -2.219 1.255
C -1.476 0.943 0.668
C -2.328 0.411 -0.499
C -1.711 0.163 -1.842
C -1.394 1.234 -2.656
C -0.760 1.024 -3.867
C -0.517 -0.270 -4.340
C -0.787 -1.314 -3.512
C -1.453 -1.114 -2.309
C 1.484 -0.482 0.399
C 2.092 0.809 -0.118
C 1.407 -1.561 -0.620
H -0.023 2.206 2.734
H 0.884 1.715 4.186
H 1.604 1.532 2.615
H -0.952 -0.025 3.527
H 0.967 -0.858 4.902
H 2.030 -0.810 3.489
H 0.685 -1.970 3.569
H -0.872 1.783 0.306
H -2.135 1.325 1.444
H -2.785 -0.560 -0.187
H -3.137 1.153 -0.671
H -1.579 2.237 -2.313
H -0.497 1.913 -4.423
H 0.016 -0.388 -5.267
H -0.554 -2.325 -3.845
H -1.659 -1.946 -1.705
H 2.121 -0.828 1.215
H 1.476 1.234 -0.921
H 2.248 1.555 0.645
H 3.098 0.630 -0.547
H 0.761 -1.179 -1.420
H 2.377 -1.820 -1.059
H 0.924 -2.450 -0.214
```

Summary:
Relative energy (zero: lowest compared OMol25 entry of this formula, charge and spin)   0.00 kcal per mole
Electronic energy   -1297.00589 a.u.
HOMO   -9.089 eV
SMILES string   CC(C)[Si](Cl)(CCc1ccccc1)C(C)C